Entry 1:
16
Properties=species:S:1:pos:R:3:forces:R:3:nbo_charge:R:1 method="wB97M-V/def2-TZVPD" de_lowest_ev=0.313 e_tot_ha=-723.07055 homo_ev=0.4 gap_ev=5.78 total_charge=-2
C -1.014 -1.020 0.263 0.21 0.21 0.28 -0.234
C -0.989 -2.311 -0.519 0.73 -0.26 -0.21 -0.512
S -0.941 -3.794 0.551 -0.26 -0.19 -0.06 -0.794
N -0.889 0.174 -0.559 -0.26 -0.11 -0.69 -0.693
C 0.460 0.748 -0.689 0.20 0.21 -0.10 0.143
O 0.779 1.665 0.248 -0.09 0.05 0.26 -0.999
H -1.963 -0.998 0.787 -0.24 0.10 0.37 0.162
H -0.210 -1.083 1.008 -0.08 0.12 0.12 0.175
H -0.074 -2.295 -1.125 -0.07 -0.02 -0.06 0.169
H -1.818 -2.307 -1.221 -0.28 -0.14 -0.09 0.160
H -1.495 0.916 -0.245 0.03 0.07 0.25 0.339
H 0.519 1.186 -1.711 -0.07 -0.01 -0.17 0.062
H 1.123 -0.153 -0.733 0.04 0.12 0.17 0.082
H 1.713 2.920 0.679 0.27 -0.54 0.03 0.531
H 2.390 2.931 2.050 -0.04 0.10 -0.46 0.447
O 2.410 3.421 1.215 -0.08 0.27 0.37 -1.039

---

Entry 2:
16
Properties=species:S:1:pos:R:3:forces:R:3:nbo_charge:R:1 method="wB97M-V/def2-TZVPD" de_lowest_ev=0.680 e_tot_ha=-723.05707 homo_ev=0.6 gap_ev=5.60 total_charge=-2
C 0.875 0.810 0.066 -1.66 1.14 -0.58 -0.050
O 0.146 2.033 0.121 0.27 -0.46 0.31 -0.974
C -0.035 -0.469 0.139 0.48 0.42 0.12 -0.117
C 0.249 -1.453 -0.978 0.83 -0.75 -0.48 -0.498
S 1.991 -2.170 -1.020 -0.20 0.24 0.11 -0.820
N 0.056 -1.190 1.428 0.40 0.52 0.47 -0.864
H 1.413 0.786 -0.894 0.46 -0.27 0.34 0.140
H 1.520 0.795 0.942 0.76 -0.26 -0.01 0.111
H -1.024 -0.010 0.059 -0.29 -0.48 -0.13 0.185
H 0.067 -0.985 -1.944 -0.05 0.17 -0.03 0.181
H -0.336 -2.375 -0.941 -0.55 0.35 0.26 0.180
H 1.016 -1.547 1.436 -0.17 -0.36 -0.22 0.363
H 0.117 -0.459 2.143 -0.30 -0.09 -0.08 0.324
H -1.172 2.205 -0.249 0.01 -0.36 -0.15 0.504
H -2.637 1.736 0.189 0.11 0.19 -0.25 0.425
O -2.245 2.294 -0.498 -0.11 -0.01 0.32 -1.091

---

Entry 3:
16
Properties=species:S:1:pos:R:3:forces:R:3:nbo_charge:R:1 method="wB97M-V/def2-TZVPD" smiles="NC(=O)CCS.O" de_lowest_ev=0.467 e_tot_ha=-723.15120 homo_ev=-9.2 gap_ev=9.88
N 0.579 0.559 2.366 0.60 -0.03 -0.64 -0.805
C -0.047 0.648 1.158 -0.69 -0.11 0.65 0.687
O -1.264 0.796 1.125 0.19 -0.07 -0.30 -0.644
C 0.781 0.476 -0.072 -0.23 -0.95 -0.67 -0.519
C 0.728 -1.044 -0.475 -0.16 0.93 1.32 -0.517
S 1.397 -1.413 -2.105 -0.16 -0.02 0.22 -0.022
H 1.509 0.201 2.404 0.47 0.00 -0.12 0.382
H 0.019 0.281 3.132 -0.73 0.04 0.72 0.398
H 1.823 0.746 0.088 -0.04 0.34 -0.23 0.217
H 0.277 1.006 -0.873 0.35 0.45 -0.06 0.256
H 1.277 -1.542 0.327 0.30 -0.50 -0.47 0.210
H -0.302 -1.373 -0.349 -0.03 -0.13 -0.44 0.231
H 0.307 -0.975 -2.755 0.08 0.02 -0.03 0.145
O -2.087 0.581 -1.586 0.51 -0.12 0.37 -0.989
H -1.979 0.571 -0.608 -0.23 0.18 -0.43 0.499
H -3.018 0.481 -1.779 -0.24 -0.02 0.10 0.470

---

Entry 4:
16
Properties=species:S:1:pos:R:3:forces:R:3:nbo_charge:R:1 method="wB97M-V/def2-TZVPD" de_lowest_ev=6.218 e_tot_ha=-722.93985 homo_ev=-8.8 gap_ev=9.40
C 0.628 -1.285 -0.580 -0.89 0.75 0.94 -0.979
C -1.744 -0.114 1.604 -2.83 -0.51 -0.99 -0.101
C -0.598 0.821 1.622 -1.19 0.23 -1.91 -0.588
N -0.114 1.374 -0.990 0.37 -0.15 1.26 -1.136
O 2.939 -0.086 -2.225 0.00 4.03 -0.16 -0.930
O -1.698 -0.431 0.143 0.07 -0.38 0.66 -0.705
S -0.176 0.109 -0.133 -0.49 0.39 -0.53 1.774
H 1.708 -1.222 -0.693 -0.41 0.18 0.11 0.241
H 0.196 -2.196 -0.147 0.20 0.49 -0.10 0.238
H -1.674 -1.092 2.118 0.14 0.76 0.04 0.197
H -2.765 0.396 1.824 1.73 -1.06 -0.34 0.206
H 0.024 0.669 2.409 2.39 -0.36 1.97 0.218
H -0.975 1.839 1.601 0.53 0.11 -0.50 0.245
H -0.369 1.317 -1.962 0.25 -0.63 -0.33 0.388
H 2.346 -0.780 -2.293 -1.60 -2.51 -0.41 0.459
H 2.272 0.680 -2.297 1.75 -1.35 0.30 0.473

---

Computed max |F|, in the same sequence as the records: 0.0157; 0.0407; 0.0316; 0.0784 hartree/bohr.